A single C19H20BrN3O4 molecule in a non-equilibrium geometry, computed with the ωB97M-V functional and the def2-TZVPD basis.

The geometry in XYZ format:
```
47
C19H20BrN3O4, DFT the ωB97M-V functional and the def2-TZVPD basis
N 2.1607 3.1148 1.2303
H 3.3366 3.9161 2.8176
H 0.9694 4.6821 0.5039
C 2.9390 3.3361 -0.0560
O -3.7784 -2.3560 1.4138
H -0.4300 -0.4879 -0.6881
H -2.0647 1.4090 2.9923
C -3.1476 -4.1146 -2.4100
C -1.4643 -4.5492 -4.0365
H 3.7703 0.9231 2.3088
O -4.4245 -4.5148 -1.8901
H 0.9098 1.3102 0.7416
H -0.1759 -5.1804 -5.3681
H -0.2146 -2.5817 -1.6237
N -0.0671 1.6120 0.9327
C -2.2149 -3.3138 -1.7299
H 4.8084 2.2104 3.2428
C -1.9417 0.6395 2.2748
C -1.0750 -0.5170 0.2157
H 3.1667 4.4616 -0.1652
O 5.0072 2.3826 1.2258
H 5.0059 3.0773 -0.7310
C -2.6734 -2.6004 -0.4711
Br 1.1289 -3.2804 -4.3536
H -3.6907 -0.4027 3.0582
H 2.3187 3.1514 -0.8825
H 0.8634 4.4543 2.2479
C -2.8408 -0.4181 2.3982
H -1.2273 3.3905 0.8371
O -1.1136 -5.2484 -5.1432
C -0.3617 3.0732 1.3696
C -0.8326 -3.2105 -2.2192
H 2.2786 2.6069 3.2498
N -3.6326 -3.1383 0.2582
C -2.7907 -1.4395 1.3995
C -1.0513 0.5710 1.1120
C 4.3192 2.5511 -0.0766
C 4.1116 1.9980 2.3542
C 2.9352 2.9332 2.4532
H -0.6113 3.0808 2.4404
C -2.0077 -1.5872 0.2757
H 4.2287 1.6077 -0.4799
H -3.6087 -4.9554 -4.3480
C -2.8333 -4.5744 -3.6887
C 0.9645 3.9149 1.3313
H -4.4544 -4.1690 -0.9578
C -0.4939 -3.7680 -3.3667
```

Results
LUMO = 0.103 eV
energy relative to the best compared isomer or geometry (same formula, charge and spin) = 92.7 kcal per mole
max |F| = 0.0913 hartree/bohr
spin multiplicity = 1
SMILES string = Oc1cc(O)c(-c2noc3ccc(NCCN4CCOCC4)cc23)cc1Br

---

2 unconnected molecules or ions with the total composition C6H15N2 in a non-equilibrium geometry, computed with the ωB97M-V functional and the def2-TZVPD basis.

The geometry in XYZ format:
```
23
C6H15N2, DFT the ωB97M-V functional and the def2-TZVPD basis
H 2.6761 -0.9194 -0.4293
H -2.0060 -2.5138 -1.6873
H 4.3062 -0.9801 0.0631
C -1.0579 -0.1621 0.1886
H 1.9744 -0.1921 1.6609
H 0.0172 -1.7220 0.9777
H 1.0340 1.1827 1.2564
H -2.1383 -3.0523 -0.1589
C -1.4696 1.3136 0.1497
C 0.0081 -0.6337 0.9296
H 0.6703 0.2765 2.7412
H 3.8219 -0.2297 -1.2960
N 3.5563 -0.4407 -0.3423
H -1.1946 1.7214 1.1187
H -0.8940 3.1098 -1.0008
H -2.9168 -0.6570 -0.7618
C 0.9520 0.1850 1.6925
H 0.3926 1.9234 -0.8498
N -1.6613 -2.3611 -0.7405
H -2.4995 1.4087 -0.1737
C -1.9590 -1.0293 -0.4111
C -0.6885 2.0425 -0.9528
H -0.9236 1.7298 -1.9741
```

Results
LUMO = -6.444 eV
net charge = +1
energy relative to the best compared isomer or geometry (same formula, charge and spin) = 71.0 kcal per mole
max |F| = 0.0366 hartree/bohr
spin multiplicity = 1

---

2 unconnected molecules or ions with the total composition C7H17NO in a non-equilibrium geometry, computed with the ωB97M-V functional and the def2-TZVPD basis.

The geometry in XYZ format:
```
26
C7H17NO, DFT the ωB97M-V functional and the def2-TZVPD basis
H -2.0077 0.1998 -1.3527
H 0.2112 4.0080 0.3444
H -0.2309 -3.0477 3.3159
H 2.8931 1.2151 -1.7369
H 0.6265 -4.0425 2.1426
C 2.0215 1.7537 -2.1567
H -0.9992 3.0285 -0.4615
H 0.6560 1.1406 0.8466
O 0.2354 -0.0813 -2.7879
H 0.3527 -2.4277 1.7310
N 0.8451 1.5508 -1.2747
C -1.5016 -3.5622 1.5676
H -0.9334 2.9242 1.1472
H -1.2695 -4.3505 0.8381
C -0.2124 2.9692 0.3105
H 2.0860 2.7887 -2.3897
H -1.1836 0.7749 0.0067
H 1.8061 1.1856 -3.0795
C -0.1362 -3.2509 2.2582
C 0.8920 1.8883 0.1690
C 0.0535 0.4536 -1.7205
C -1.0669 0.0412 -0.7853
H -0.9812 -0.9877 -0.4588
H -1.7085 -2.6872 0.9257
H -2.3035 -3.8675 2.2356
H 1.8556 2.3830 0.3653
```

Results
LUMO = 0.818 eV
energy relative to the best compared isomer or geometry (same formula, charge and spin) = 42.6 kcal per mole
max |F| = 0.0831 hartree/bohr
spin multiplicity = 1
SMILES string = CCN(C)C(C)=O.CC

---

2 unconnected molecules or ions with the total composition C2H3Cl2NSi in a non-equilibrium geometry, computed with the ωB97M-V functional and the def2-TZVPD basis.

The geometry in XYZ format:
```
9
C2H3Cl2NSi, DFT the ωB97M-V functional and the def2-TZVPD basis
Si -0.5235 -0.6514 -0.1694
H 1.5178 0.6895 0.3107
Cl -1.3951 -1.2940 1.5053
N -1.8695 2.8745 0.5674
C -1.4135 1.8347 0.3450
Cl -1.2488 -1.4229 -1.8606
H 1.8000 -1.2628 0.4568
H 1.7822 -0.3987 -1.0598
C 1.3504 -0.3689 -0.0955
```

Results
LUMO = -0.707 eV
energy relative to the best compared isomer or geometry (same formula, charge and spin) = 47.7 kcal per mole
max |F| = 0.0647 hartree/bohr
spin multiplicity = 1

---

A single CH2ClFO molecule in a non-equilibrium geometry, computed with the ωB97M-V functional and the def2-TZVPD basis.

The geometry in XYZ format:
```
6
CH2ClFO, DFT the ωB97M-V functional and the def2-TZVPD basis
H 0.0790 0.1195 1.4449
Cl 1.6970 -0.4658 -0.0715
F -0.0252 1.4646 -0.2445
C 0.1343 0.1989 0.3977
O -0.9681 -0.7437 -0.3180
H -0.9170 -0.5734 -1.2086
```

Results
LUMO = 0.902 eV
energy relative to the best compared isomer or geometry (same formula, charge and spin) = 18.9 kcal per mole
max |F| = 0.1351 hartree/bohr
spin multiplicity = 1
SMILES string = O[C@H](F)Cl

---

A single C4H7NO molecule in a non-equilibrium geometry, computed with the ωB97M-V functional and the def2-TZVPD basis.

The geometry in XYZ format:
```
13
C4H7NO, DFT the ωB97M-V functional and the def2-TZVPD basis
O 0.8765 2.3382 0.5829
H -2.3807 0.2619 -0.0530
H -1.6682 -1.3111 -0.5063
N 0.4645 -0.8991 0.1352
C 0.6529 1.1777 0.3859
H 0.7350 -1.7548 0.5624
C -1.4764 -0.2262 -0.3337
C -0.3864 0.0928 0.7939
H -0.6931 0.0483 1.8657
H 2.3742 -0.1505 -0.1648
C 1.3550 0.0789 -0.4331
H -1.1019 0.1193 -1.3125
H 1.2485 0.2245 -1.5226
```

Results
LUMO = 0.977 eV
energy relative to the best compared isomer or geometry (same formula, charge and spin) = 75.8 kcal per mole
max |F| = 0.0482 hartree/bohr
spin multiplicity = 1
SMILES string = C[C@H]1NCC1=O

---

A single C9H10OS molecule in a non-equilibrium geometry, computed with the ωB97M-V functional and the def2-TZVPD basis.

The geometry in XYZ format:
```
21
C9H10OS, DFT the ωB97M-V functional and the def2-TZVPD basis
H -2.8694 0.9162 -0.9120
C 2.4015 -1.5201 -0.3004
H 3.1941 -2.2619 -0.6273
S -1.5924 -1.3528 0.1534
O -1.6560 -2.3730 1.2300
C -1.7356 0.3272 1.1310
H 3.6725 0.1424 -0.7420
H -1.0444 1.2512 -1.7600
H -2.2876 1.0608 1.6048
C 2.6631 -0.2099 -0.3826
C 0.1704 -1.0037 -0.0039
H -0.7456 2.2842 0.5253
H -1.4486 -0.2941 2.1502
C -0.7903 1.1730 0.2452
C 0.3902 0.3960 -0.1253
H 0.9649 -2.9971 0.3126
C 1.1161 -1.9574 -0.0175
C 1.6811 0.7354 -0.2440
C -1.8724 1.3952 -1.0263
H 1.9977 1.8337 -0.3065
H -2.2095 2.4546 -0.9047
```

Results
LUMO = 0.690 eV
energy relative to the best compared isomer or geometry (same formula, charge and spin) = 69.0 kcal per mole
max |F| = 0.1086 hartree/bohr
spin multiplicity = 1

---

A molecular structure, C4H8FeO3 in a non-equilibrium geometry, computed with the ωB97M-V functional and the def2-TZVPD basis.

The geometry in XYZ format:
```
16
C4H8FeO3, DFT the ωB97M-V functional and the def2-TZVPD basis
H -0.9058 1.7037 -2.6486
H -0.9325 0.5251 -4.0125
Fe 1.8186 2.1224 0.4486
H 4.2706 -1.3728 -1.0642
O 0.8607 -1.0324 -0.5357
C 2.5674 -2.6045 -0.6806
C -0.3380 0.9505 -3.2035
O 0.9919 1.1174 -0.8215
H 3.8023 -3.2880 -0.9326
H 0.6091 1.3520 -3.5767
H 3.5188 -2.2445 -2.5526
C 0.5766 0.0344 -1.2402
H 2.6681 -2.6713 0.4178
C 3.6284 -2.1624 -1.4690
O -0.0551 -0.1722 -2.3240
H 1.9150 -3.4292 -1.0246
```

Results
LUMO (spin up / spin down) = -14.983 / -17.246 eV
net charge = +3
max |F| = 0.0698 hartree/bohr
spin multiplicity = 6
<S²> = 8.779

---

2 unconnected molecules or ions with the total composition C3H9N3 in a non-equilibrium geometry, computed with the ωB97M-V functional and the def2-TZVPD basis.

The geometry in XYZ format:
```
15
C3H9N3, DFT the ωB97M-V functional and the def2-TZVPD basis
N 2.4076 -0.3290 0.4460
H 1.4836 1.4904 0.5904
H -0.9839 -0.3300 -2.3055
H 1.9697 0.9301 2.1353
C 1.5538 0.5930 1.1754
N -1.6485 -0.4517 -1.5773
H -3.0171 1.9965 -0.0598
H 0.5012 0.2589 1.1961
H -2.1794 -1.2208 -1.6809
H 2.7221 -2.4112 0.0566
C -1.9298 0.6332 -0.7700
C 2.1005 -1.5985 0.5694
H -1.2139 1.4479 -0.9664
H 1.2067 -1.9576 1.2225
N -2.9726 0.9488 -0.0319
```

Results
LUMO = 0.857 eV
energy relative to the best compared isomer or geometry (same formula, charge and spin) = 57.3 kcal per mole
max |F| = 0.0735 hartree/bohr
spin multiplicity = 1
SMILES string = [H]/N=C/N.C=NC

---

A molecular structure, C28H45BrClF4IN2O8P2S2Si in a non-equilibrium geometry, computed with the ωB97M-V functional and the def2-TZVPD basis.

The geometry in XYZ format:
```
95
C28H45BrClF4IN2O8P2S2Si, DFT the ωB97M-V functional and the def2-TZVPD basis
H 2.4452 -2.5922 2.7516
C 7.8197 -1.4083 1.1836
H -8.2015 0.5710 -0.3561
O 5.4832 1.0137 -5.7071
F -0.7563 -1.1763 -1.2779
H -4.2203 -1.8791 2.5842
H 7.3899 -0.4012 -2.0100
C -7.5431 0.5488 0.5266
H -7.9440 1.3237 1.1870
H 3.9679 -4.4337 -0.7913
H -6.2310 1.5715 -0.8551
C 0.1804 0.7726 -0.2391
H -2.5436 -2.5394 2.4348
C -0.1579 1.9222 -1.2075
O 4.1951 3.0778 -5.6976
H -2.7048 3.7257 1.2295
H 2.5870 -4.5765 0.3211
H 3.0343 -0.4606 -0.4327
H -1.8230 3.2578 -0.9969
H 8.5526 -1.4466 1.9846
H -8.7323 -1.9669 -0.3585
C 1.2605 -1.5466 0.0369
C -7.7161 -1.9656 0.0542
H -4.9878 1.0153 1.8190
C 5.6019 -1.8381 0.4274
H -2.9613 0.4206 2.8212
N -1.3231 2.5034 -0.5250
Si 3.8767 -2.5021 0.7374
H -2.1567 0.7860 -2.6631
C -1.2345 -0.3984 1.7185
H 3.4471 -1.1538 2.7881
H -6.7525 -1.0300 1.7532
H 1.2865 -1.2000 1.0717
H 2.0457 3.1361 -3.6428
H -8.5386 -0.9421 1.7348
H -3.3093 -0.2731 1.1624
P -0.9537 1.4981 -2.8759
H -1.1318 -1.2661 1.0695
C -4.1424 2.3861 0.3166
S 5.4222 2.4071 -5.4004
C 7.1731 -0.8359 -1.0422
N 6.0212 2.8554 -4.0160
H -3.1121 2.2981 2.2256
Br -0.2573 -0.9311 3.3585
P 1.1598 3.1797 -1.7205
H -5.9859 2.4479 1.5333
I 0.5028 4.3272 3.8036
H 4.2564 -4.9163 0.9381
H 0.8593 -2.5559 -0.0913
F 7.7682 3.1059 -2.3877
H -6.2596 -4.8399 0.5443
O -1.3469 2.0501 3.8001
H 1.1647 1.1774 2.2849
H -5.5674 0.0376 -0.3091
H 6.2793 -2.2687 2.4142
F 1.1397 -0.4097 -2.0090
H -0.0373 0.8055 -3.6888
Cl 2.6827 3.1000 -0.3264
C 0.2862 1.7660 2.0044
H 5.1809 -1.2468 -1.6044
H -5.5055 -3.3994 1.2354
O 8.4971 3.0860 -4.6190
C 3.6510 -4.3224 0.2491
C 2.7367 -1.5146 -0.4488
C 3.4637 -2.2294 2.5622
S 7.5304 2.4226 -3.8100
F 6.4191 3.0553 -6.4564
C -1.6543 2.0028 0.6118
H -3.0815 -1.5474 3.8416
C 6.5470 -1.8761 1.4388
C -6.2247 -3.7480 0.4780
C -3.1550 -1.6992 2.7629
O -1.2792 2.7904 -3.5261
C -5.3122 1.7308 1.0568
H 1.2092 1.0019 0.0810
H 4.1764 -2.7019 3.2401
H 2.8570 -2.0069 -1.4145
C 5.9111 -1.3086 -0.8020
H 0.6773 2.5887 1.3949
O 7.7585 1.0399 -3.5201
O 1.7546 2.4373 -3.0335
C 8.1270 -0.9046 -0.0644
H -5.8235 -3.5211 -0.5200
C -0.3925 2.4385 3.1933
C -2.7317 -0.3540 2.0937
H 9.1425 -0.5636 -0.2403
C -6.1374 0.9153 0.0219
C -7.6364 -0.8651 1.1217
H -3.8309 1.7169 -0.4977
C -0.6834 0.9027 1.0933
C -2.8716 2.6428 1.2281
H -4.4639 3.3078 -0.1767
H -7.0187 -1.7897 -0.7764
C 0.4245 -0.5882 -0.8610
O -7.5187 -3.2266 0.6735
```

Results
LUMO = -2.562 eV
energy relative to the best compared isomer or geometry (same formula, charge and spin) = 0.0 kcal per mole
max |F| = 0.0474 hartree/bohr
spin multiplicity = 1